No. 1
{"formula": "C9H20N4O", "method": "ωB97M-V with the def2-TZVPD basis set", "symbols": ["H", "H", "H", "H", "H", "H", "H", "H", "H", "H", "C", "H", "H", "H", "H", "N", "H", "C", "H", "N", "C", "H", "N", "C", "C", "C", "C", "C", "C", "H", "H", "H", "N", "O"], "xyz": [[0.990768, 2.110483, 1.094578], [-1.493182, -2.486117, -1.266106], [-0.217036, -3.261321, 2.310159], [-0.061240, 2.984114, 3.101012], [-1.478769, 3.222504, 0.545517], [3.958393, 2.543496, -1.794667], [1.696612, -2.319946, -1.708661], [-1.258656, 0.625845, -0.140778], [0.786849, -1.393292, -3.042537], [-1.928870, 1.805856, 1.695852], [-1.134826, 2.617369, 1.404117], [-0.835991, -1.243947, 1.553801], [-1.702593, 3.808944, 3.220644], [-1.115238, -4.286348, 1.077246], [0.493885, -3.479079, 0.911995], [2.664249, 0.998721, -1.155817], [3.791152, 0.898022, -2.748111], [-0.539174, -3.360164, 1.274864], [-0.179992, 4.409125, 2.390481], [1.722439, 0.182040, -1.345126], [0.658136, -2.086077, -2.050330], [-3.188605, -1.032490, -0.840966], [-0.215583, 0.802624, -0.025889], [0.638883, -0.103115, -0.703877], [3.320933, 1.674774, -2.167551], [-1.331258, -1.718433, -0.508142], [-0.810274, 3.496698, 2.593704], [-1.301276, -2.074358, 1.004071], [-0.067720, 1.755094, 0.841148], [0.140848, -3.050030, -2.262224], [-2.274228, -2.130672, 1.337799], [2.513157, 2.047594, -2.867811], [0.054927, -1.289153, -0.964585], [-2.296720, -0.668760, -0.763808]], "atomic_forces_ev_per_a": [[-1.158, -0.959, -0.340], [-0.469, -0.484, 0.846], [-0.768, -0.706, 0.546], [0.713, -1.250, 2.043], [-0.372, -0.403, 0.046], [-0.645, -1.711, -0.381], [-0.807, -0.108, -0.582], [0.854, -0.635, -0.691], [-0.549, -1.637, 2.299], [0.651, 1.729, -0.593], [-1.908, -2.014, -0.272], [-0.055, -0.050, -0.257], [1.205, -0.710, -0.856], [0.382, 0.639, 0.283], [-0.501, 0.370, -1.051], [-2.108, -1.401, 3.316], [0.975, -0.143, -0.556], [0.747, -0.392, 0.992], [-1.214, -0.498, -0.599], [2.785, 3.231, -1.876], [1.899, 0.710, -1.328], [0.058, -0.071, -0.005], [-2.381, 0.837, 1.068], [-2.131, -2.574, 0.570], [-0.914, 1.646, -1.588], [-0.044, 0.832, 0.225], [0.192, 1.863, -0.164], [2.495, -0.042, -2.272], [3.663, 2.171, 0.175], [0.162, 1.051, 0.296], [-2.236, -0.307, 0.721], [0.808, -0.132, 0.360], [-0.518, 1.133, -0.456], [1.186, 0.011, 0.082]], "orbital_gap_ev": [7.51, 7.51], "multiplicity": 1, "e_homo_ev": [-17.19, -17.19], "e_above_lowest_kj_mol": 288.83, "e_lumo_ha": [-0.356, -0.356], "energy_ev": -17643.9390, "charge": 2, "largest_force_ev_per_a": 4.7, "mol_weight_g_mol": 200.29}


No. 2
{"formula": "C9H20NO5", "method": "ωB97M-V with the def2-TZVPD basis set", "symbols": ["H", "H", "O", "H", "H", "H", "H", "H", "H", "H", "H", "N", "H", "H", "C", "H", "H", "H", "O", "O", "C", "O", "C", "H", "H", "H", "C", "C", "H", "C", "H", "C", "C", "C", "O"], "xyz": [[-2.925580, -1.805005, -0.536251], [-4.959056, -0.177076, -0.022429], [-1.966509, -2.052154, -0.636136], [1.284287, -1.308156, 1.941544], [1.859926, 0.028230, -1.531107], [-3.587587, 1.587642, 0.264552], [0.349249, 0.183354, 2.117651], [3.918558, -1.406460, -1.195630], [-0.229864, -3.107464, -0.054056], [-2.077914, 0.416652, -1.572242], [2.300517, -2.212105, -0.645131], [2.327708, -0.124867, -0.612483], [-1.335485, -0.970901, 1.028010], [0.492417, -1.289218, -1.484902], [1.198646, -0.290138, 1.611936], [2.044972, 2.742846, 0.307584], [0.490368, 3.535143, 0.032524], [0.238849, 2.274522, -2.049633], [0.424543, 1.416777, -1.710594], [0.463164, -2.533555, -0.032975], [1.093860, -0.263571, 0.175430], [-1.101118, 1.501816, 0.028792], [0.234831, 1.507230, -0.281925], [3.409454, -1.451047, 0.565959], [0.588764, 2.658022, 1.538198], [-3.069988, 0.617093, 1.454671], [0.920519, 2.651070, 0.484350], [3.044584, -1.418609, -0.541116], [2.769920, 0.720182, -0.330285], [-1.899089, 0.417030, -0.375340], [2.112226, 0.238377, 1.968315], [0.138983, -1.218978, -0.478271], [-3.178370, 0.559955, 0.361227], [-1.333616, -0.917701, -0.061679], [-4.042181, -0.508921, 0.271441]], "atomic_forces_ev_per_a": [[0.677, -0.930, -0.217], [2.119, -1.017, 0.557], [-2.072, 1.572, 0.316], [-0.045, -0.578, 0.476], [1.114, 0.319, 0.055], [-0.299, -0.652, -1.022], [0.084, -0.183, -0.240], [-0.348, -0.274, -0.030], [-3.443, -2.282, -0.330], [0.259, 0.299, 2.526], [0.567, 0.074, -0.405], [-2.365, -1.438, -1.008], [0.058, -0.382, 0.325], [-1.284, 0.691, -1.543], [1.345, 0.477, 1.971], [-1.496, -0.405, 0.501], [-0.045, 0.592, -0.004], [-0.256, 1.262, -0.905], [0.456, -0.488, 1.984], [3.365, 2.164, 1.010], [-3.272, 4.668, -1.384], [0.780, 0.219, 0.644], [1.464, -3.414, 0.016], [-0.417, -0.252, -2.014], [0.566, -0.211, -0.512], [1.432, 0.014, 0.021], [0.250, -0.348, -1.015], [1.811, 0.399, 2.535], [1.110, 0.627, 0.185], [-0.654, -0.377, -4.083], [-0.537, -0.205, -0.151], [0.444, -0.508, 1.476], [-0.641, 2.662, 2.733], [2.714, -1.889, -0.398], [-3.442, -0.204, -2.071]], "orbital_gap_ev": 10.45, "multiplicity": 1, "e_homo_ev": -13.12, "e_above_lowest_kj_mol": 0.00, "e_lumo_ha": -0.098, "energy_ev": -21375.6875, "charge": 1, "largest_force_ev_per_a": 5.9, "mol_weight_g_mol": 222.26}


No. 3
{"formula": "C9H21AgFeK4N3O15P3", "method": "ωB97M-V with the def2-TZVPD basis set", "symbols": ["C", "H", "O", "H", "H", "O", "O", "O", "H", "P", "H", "N", "O", "Ag", "H", "H", "C", "H", "H", "O", "H", "K", "C", "C", "P", "H", "H", "C", "O", "O", "H", "H", "N", "H", "H", "O", "O", "H", "H", "C", "H", "Fe", "O", "K", "H", "K", "K", "H", "O", "C", "C", "P", "C", "O", "O", "O", "N"], "xyz": [[24.470260, -29.084090, 28.371500], [26.399570, -27.072480, 26.198150], [27.474010, -16.632140, 23.036230], [34.126280, -25.834700, 23.218790], [30.802850, -17.410970, 23.932620], [27.225940, -26.405860, 20.928940], [28.533060, -23.048190, 20.231350], [26.528140, -24.853060, 19.812910], [26.977930, -18.402360, 24.044940], [30.044520, -22.898760, 20.487600], [23.716260, -28.437290, 28.820090], [24.912620, -28.529120, 27.115810], [28.321880, -25.513060, 19.196050], [30.357210, -23.813910, 23.346500], [30.765560, -27.895830, 23.197870], [25.370590, -29.188950, 28.976890], [27.705020, -17.789390, 23.490140], [29.653830, -20.258790, 23.693470], [30.656860, -18.232500, 22.328580], [28.572480, -23.159090, 24.216520], [33.288420, -28.893940, 21.986680], [26.676930, -21.373810, 21.412280], [24.131950, -28.585500, 26.063460], [30.130870, -17.712130, 23.128980], [27.573800, -24.218900, 23.639650], [33.312370, -28.669680, 23.763560], [30.608730, -26.304590, 22.469440], [29.012960, -19.590270, 24.268330], [25.603630, -26.158330, 18.703630], [26.582980, -24.874070, 24.603050], [29.150140, -19.515000, 25.347040], [28.119670, -20.214840, 24.262550], [32.596750, -27.015320, 22.669140], [24.032400, -30.069430, 28.211830], [23.342240, -29.341210, 26.195600], [30.919310, -22.683490, 19.211510], [26.995190, -23.840670, 22.263580], [26.747650, -27.575550, 27.890010], [29.723590, -16.890480, 22.539820], [31.162920, -27.241960, 22.421560], [34.528730, -28.037750, 22.754690], [28.118680, -24.763070, 20.960070], [24.327140, -28.014750, 24.983140], [25.485670, -26.696030, 22.913380], [31.034520, -27.850660, 21.526520], [26.941260, -21.742130, 25.817710], [24.214750, -23.465700, 23.433760], [25.426390, -26.597160, 27.582350], [28.600590, -25.142800, 22.853030], [25.973920, -27.427620, 27.136650], [33.066100, -25.760670, 22.931140], [26.977920, -26.226200, 19.437770], [33.449380, -28.183600, 22.797610], [30.342330, -22.308810, 21.880930], [29.934700, -24.386280, 20.935960], [32.386360, -24.704390, 22.691930], [28.896480, -18.333030, 23.598000]], "atomic_forces_ev_per_a": [[0.328, -0.111, 0.085], [-0.353, -0.702, -0.089], [0.083, -3.556, 0.930], [-0.135, 0.774, 0.066], [-0.211, 0.020, -0.067], [-1.036, -7.997, 3.781], [-2.963, 5.334, -1.639], [-2.730, 11.313, 1.149], [-0.668, 0.038, -0.376], [1.808, -0.601, -3.732], [0.174, 0.003, 0.395], [2.219, 1.704, -0.340], [2.735, -2.394, -4.817], [2.720, -0.883, -0.240], [0.082, 0.027, 0.436], [-0.383, -0.042, 0.346], [-0.873, 4.837, -0.564], [0.793, 0.079, 0.616], [0.005, -0.925, 0.522], [-4.051, 1.163, 1.962], [-0.477, 0.032, 0.061], [1.087, -0.497, -0.906], [0.029, -0.873, -1.543], [-0.919, 0.943, -1.258], [4.496, -1.966, -1.795], [-0.399, -0.271, -0.024], [0.176, -0.276, -0.566], [-0.296, -1.284, -0.034], [0.952, -6.315, -1.534], [-0.664, 1.386, -0.150], [1.130, 0.181, 0.049], [-0.811, 0.438, -0.734], [0.140, 1.194, 0.359], [0.066, 0.036, 0.007], [-0.285, 0.256, -0.184], [-2.098, 0.144, 4.033], [-5.524, 3.759, 1.387], [0.061, -0.838, -0.308], [0.453, 0.762, 0.551], [0.488, -0.550, 0.447], [-0.066, 0.943, -0.110], [0.959, 0.875, 2.033], [-0.296, 0.245, 0.355], [0.565, -0.580, -0.195], [-0.065, 0.623, -0.416], [0.668, -0.542, 0.253], [0.328, -0.552, -0.181], [-0.017, 0.519, -0.233], [-0.494, -2.487, 3.238], [-1.463, 0.039, 1.287], [-2.242, 0.509, -1.968], [-3.261, 1.711, -2.158], [0.309, -0.517, 0.328], [0.266, 2.270, -1.212], [5.823, -3.186, 1.009], [2.342, -2.551, 1.566], [1.493, -1.661, 0.118]], "orbital_gap_ev": [4.24, 4.29], "multiplicity": 8, "e_homo_ev": [-9.43, -9.51], "e_lumo_ha": [-0.191, -0.192], "energy_ev": -176405.2617, "charge": 1, "largest_force_ev_per_a": 11.7, "mol_weight_g_mol": 824.30}


No. 4
{"formula": "C9H21BBrO9P", "method": "ωB97M-V with the def2-TZVPD basis set", "symbols": ["C", "O", "P", "H", "Br", "C", "H", "H", "C", "O", "H", "H", "C", "O", "C", "H", "H", "H", "H", "C", "H", "O", "H", "H", "H", "O", "H", "H", "B", "O", "H", "O", "H", "O", "H", "H", "C", "H", "C", "O", "H", "C"], "xyz": [[0.307633, 0.667950, 2.172650], [3.080250, 4.564419, 0.042755], [-2.822876, -1.647718, -0.815181], [-1.546759, -3.588388, -2.786650], [-0.275664, 0.334547, 4.058550], [-0.566003, -5.644773, 0.020830], [0.996889, 7.634529, -1.240124], [-1.051526, 1.104690, 0.007708], [-0.289704, -5.986398, 1.520664], [-2.504033, -0.343236, 0.188759], [0.636733, -6.599082, 1.644814], [0.663580, -1.031829, 0.872192], [2.152978, 3.900814, -0.334141], [-2.144585, -4.206478, -2.345628], [3.506993, 2.035433, -0.564316], [3.409626, 0.961138, -0.711286], [-0.130622, 1.637465, 1.859654], [-0.396244, 5.856683, -0.236751], [0.063348, -4.781255, -0.308070], [-0.246897, -0.545046, 1.307573], [-0.630615, -0.399782, -0.841657], [-1.896054, -2.892373, -0.210394], [3.958182, 2.215023, 0.411381], [-0.181476, -5.091846, 2.173239], [-1.150174, -6.578551, 1.906031], [2.197631, 2.600364, -0.641403], [0.842001, 6.270103, -2.367913], [4.135581, 2.441674, -1.356961], [-2.014142, -4.105933, -0.958140], [-2.517842, -1.298656, -2.255757], [-0.781786, -1.286824, 1.932035], [0.906873, 4.329731, -0.538341], [1.092923, 6.006475, 0.683936], [-1.954869, -5.313762, -0.209091], [1.409979, 0.766640, 2.117684], [-4.693984, -2.315115, 0.144955], [0.684525, 5.724256, -0.288392], [2.329995, 6.495881, -1.465057], [-1.097219, -0.006712, 0.097692], [-4.451781, -1.925710, -0.710111], [-0.276019, -6.543351, -0.574433], [1.245153, 6.585004, -1.403305]], "atomic_forces_ev_per_a": [[-0.682, -0.674, -0.118], [0.089, -0.009, 0.102], [0.132, 2.490, -2.386], [-0.674, 0.480, -0.227], [0.541, 0.464, -0.651], [0.646, -0.373, 0.644], [-0.049, -0.050, 0.017], [-0.068, -0.844, 0.244], [-0.256, 0.072, -0.009], [-0.186, -2.787, -1.177], [-0.696, 0.477, -0.288], [-0.842, 0.118, 0.394], [-0.211, 0.104, -0.201], [0.799, 0.130, 1.825], [0.268, -0.264, 0.006], [-0.223, 0.090, -0.047], [0.152, -0.690, 0.372], [0.024, -0.302, -0.023], [-0.116, -0.679, 0.252], [0.915, 1.235, -0.508], [-0.743, 0.283, 0.598], [-2.161, 0.881, -1.224], [-0.006, 0.138, -0.094], [-0.172, -0.459, -0.569], [0.594, 0.331, -0.282], [-0.049, -0.080, 0.095], [-0.124, 0.065, 0.070], [0.035, 0.068, 0.134], [0.128, -1.949, -0.113], [-0.302, -1.061, 2.860], [0.203, 0.568, -0.524], [-0.048, -0.221, 0.132], [0.137, -0.139, -0.085], [0.408, 1.476, -0.541], [-0.729, -0.239, 0.387], [-0.134, 0.110, -0.050], [-0.082, 0.635, -0.020], [-0.034, 0.040, 0.122], [1.038, 0.115, -0.006], [2.651, -0.159, 0.906], [-0.409, 0.743, 0.146], [0.237, -0.134, -0.163]], "orbital_gap_ev": 10.44, "multiplicity": 1, "e_homo_ev": -10.19, "e_above_lowest_kj_mol": 0.00, "e_lumo_ha": 0.009, "energy_ev": -108114.3085, "largest_force_ev_per_a": 3.5, "mol_weight_g_mol": 394.95}